The following is a quantum chemistry calculation of 2 unconnected molecules or ions with the total composition C3H11NO2S, from the Open Molecules 2025 dataset.

As for the SMILES: OCNCCS.O. The calculation puts the HOMO energy at -8.94 eV. The calculation puts the HOMO-LUMO gap at 9.7 eV. The value obtained for the energy above the lowest of the compared OMol25 structures with the same formula, charge and spin is 13.6 kcal/mol.

Positions of all 18 atoms, in Å:
H1 -1.63902 -1.57724 0.19830
H2 -0.75451 0.59194 -1.47264
H3 2.09086 3.63717 -2.60926
H4 -1.65111 -0.80261 1.71615
S1 0.41843 -3.48932 0.20041
H5 -2.05094 0.81746 -0.26854
H6 -0.42749 -3.10495 -0.75986
C1 -0.98634 0.86586 -0.43332
N1 -0.24800 -0.00219 0.44222
H7 0.35771 2.12571 0.04730
H8 -0.58248 -2.78378 2.24010
H9 0.87186 -1.88849 1.88719
O1 2.30494 3.38535 -1.70026
H10 0.62450 -0.25855 -0.00156
O2 -0.54586 2.20846 -0.28082
C2 -0.95636 -1.14860 0.94701
C3 -0.05592 -2.24708 1.45818
H11 3.22974 3.67086 -1.61059